[1]
Below is 2 unconnected molecules or ions with the total composition C12H15NOS, with properties calculated with the ωB97M-V functional and the def2-TZVPD basis.

```
! wB97M-V def2-TZVPD RIJCOSX def2/J DEFGRID3
* xyz 0 1
C 4.589 -0.691 2.909
C 4.742 -0.349 1.576
C 3.440 -0.320 3.592
C 3.768 0.385 0.925
C 2.452 0.395 2.944
C 2.623 0.758 1.613
C -4.116 0.492 -1.291
C -2.878 1.091 -0.604
C -2.707 -1.053 -2.848
C -1.267 -0.723 -2.554
C -3.375 -0.841 -1.486
C -2.216 -0.301 -0.608
N -0.999 -0.349 -1.380
O 1.340 1.237 -0.697
S 1.382 1.774 0.862
H 5.361 -1.248 3.418
H 5.638 -0.643 1.048
H 3.315 -0.597 4.629
H 3.884 0.668 -0.110
H 1.545 0.682 3.457
H -4.968 0.405 -0.619
H -4.439 0.991 -2.203
H -2.333 1.801 -1.223
H -3.038 1.530 0.376
H -3.090 -0.374 -3.613
H -2.805 -2.073 -3.222
H 0.595 0.614 -0.829
H -0.496 -0.796 -3.306
H -3.894 -1.730 -1.130
H -2.054 -0.738 0.377
*
```

Output
E_LUMO in eV: 0.9014
Structure (SMILES): C1=N[C@H]2CC[C@H]2C1.OSc1ccccc1
Orbital gap in eV: 8.8
HOMO energy in eV: -7.880

Atom charges from the natural (NBO) analysis, given in e for atoms 1 to 5: C -0.22; C -0.20; C -0.20; C -0.22; C -0.23

[2]
Below is a molecular structure, C4H3FeLiO2, with properties calculated with the ωB97M-V functional and the def2-TZVPD basis.

```
! wB97M-V def2-TZVPD RIJCOSX def2/J DEFGRID3
* xyz 1 6
Fe 4.075 0.640 1.631
O 0.620 0.610 -0.128
C 0.183 -0.777 -0.301
H 0.527 -1.255 -1.228
H 0.523 -1.358 0.566
C -2.507 -0.604 0.107
C -1.268 -0.299 -0.319
C -0.786 1.079 -0.123
O -1.088 2.239 -0.177
Li 2.279 1.396 -0.439
H -2.558 -1.670 0.410
*
```

Output
E_LUMO (spin up / spin down) in eV: -4.1175 / -5.4929
Orbital gap (spin up / spin down) in eV: 8.2 / 6.6
HOMO energy (spin up / spin down) in eV: -12.307 / -12.063

Atom charges from the natural (NBO) analysis, given in e for atoms 1 to 5: Fe 0.17; O -0.68; C -0.08; H 0.22; H 0.22

[3]
Below is a molecular structure, AlH2O6P, with properties calculated with the ωB97M-V functional and the def2-TZVPD basis.

```
! wB97M-V def2-TZVPD RIJCOSX def2/J DEFGRID3
* xyz -2 1
Al -0.506 -1.138 -0.343
O -2.101 -3.131 -3.638
H -2.761 -3.050 -4.354
O -4.468 -0.607 0.711
H -5.260 -0.055 0.559
P 2.921 1.787 1.381
O 4.276 2.053 0.716
O 3.072 0.243 1.184
O 1.486 2.206 0.928
O 3.340 1.693 2.856
*
```

Output
E_LUMO in eV: 1.4744
Orbital gap in eV: 2.4
HOMO energy in eV: -0.883

Atom charges from the natural (NBO) analysis, given in e for atoms 1 to 5: Al 0.94; O -1.37; H 0.39; O -1.36; H 0.39

[4]
Below is a molecular structure, C16H15F5IrN7O9P2S2, with properties calculated with the ωB97M-V functional and the def2-TZVPD basis.

```
! wB97M-V def2-TZVPD RIJCOSX def2/J DEFGRID3
* xyz 1 2
Ir -0.054 0.702 -0.121
N -3.567 2.809 -0.583
C -2.245 3.575 -0.572
C -2.467 5.060 -0.792
P -1.491 3.182 1.078
O -2.782 3.469 1.992
O -0.314 3.961 1.449
O -1.433 1.613 1.032
P -1.222 2.754 -1.891
O 0.243 2.964 -1.240
O -1.349 3.350 -3.215
O -1.549 1.272 -1.551
H -4.034 2.889 0.325
H -3.349 1.814 -0.758
H -4.187 3.153 -1.319
H -3.206 5.462 -0.097
H -2.771 5.254 -1.821
H -1.526 5.581 -0.615
H -2.551 3.939 2.804
H 0.903 3.301 -1.863
O 3.330 -1.250 0.350
C 2.629 -1.275 -0.636
N 1.255 -0.947 -0.687
S 0.788 -0.944 -2.280
O 0.775 0.500 -2.553
O -0.386 -1.697 -2.554
C 2.192 -1.694 -2.962
C 2.422 -2.142 -4.247
C 3.665 -2.714 -4.488
C 4.618 -2.819 -3.474
C 4.357 -2.362 -2.190
C 3.120 -1.792 -1.949
H 1.671 -2.061 -5.020
H 3.893 -3.088 -5.476
H 5.575 -3.273 -3.694
H 5.086 -2.447 -1.396
F -2.231 -4.863 4.110
C -2.134 -3.932 3.179
C -1.088 -3.974 2.270
F -0.193 -4.951 2.342
C -0.996 -3.004 1.295
F 0.012 -3.073 0.447
C -1.938 -1.965 1.189
S -1.969 -0.801 -0.087
C -2.971 -1.953 2.139
F -3.890 -0.993 2.112
C -3.079 -2.921 3.116
F -4.071 -2.892 3.997
N 3.750 -0.154 3.192
N 2.456 0.011 2.791
N 1.426 -0.390 3.522
C 0.410 -0.028 2.767
N 0.844 0.580 1.651
N 2.172 0.585 1.688
H 3.775 -0.877 3.899
H 4.302 -0.356 2.364
H -0.627 -0.148 3.030
*
```

Output
E_LUMO (spin up / spin down) in eV: -5.1263 / -5.4601
Orbital gap (spin up / spin down) in eV: 6.5 / 6.2
HOMO energy (spin up / spin down) in eV: -11.654 / -11.634

Atom charges from the natural (NBO) analysis, given in e for atoms 1 to 5: Ir 1.34; N -0.70; C -0.62; C -0.65; P 2.37

[5]
Below is a molecular structure, C51H31Cl5N9NaO4S, with properties calculated with the ωB97M-V functional and the def2-TZVPD basis.

```
! wB97M-V def2-TZVPD RIJCOSX def2/J DEFGRID3
* xyz -2 1
Na -0.805 1.592 -0.659
Cl -0.616 4.319 -0.700
C -0.049 4.148 -2.366
C 0.146 2.862 -2.839
C 0.638 2.803 -4.128
Cl 1.042 1.216 -4.789
C 0.862 3.918 -4.938
Cl 1.420 3.760 -6.576
C 0.626 5.188 -4.414
Cl 0.895 6.601 -5.381
C 0.178 5.310 -3.100
Cl -0.088 6.887 -2.423
C 7.665 -2.355 9.951
O 8.091 -2.049 8.639
C 7.129 -1.676 7.743
C 5.778 -1.562 8.050
C 4.879 -1.175 7.064
C 5.300 -0.897 5.772
C 6.661 -1.016 5.484
C 7.567 -1.400 6.453
C 4.308 -0.492 4.763
N 3.025 -0.346 4.987
C 2.487 0.033 3.774
C 3.462 0.117 2.819
N 4.629 -0.215 3.464
C 3.218 0.519 1.468
C 4.192 0.609 0.467
C 3.829 1.034 -0.783
C 2.495 1.392 -1.002
N 1.562 1.303 -0.075
C 1.890 0.835 1.138
C 0.805 0.636 2.114
N -0.466 0.766 1.673
C -1.445 0.601 2.545
C -1.231 0.295 3.896
C 0.052 0.118 4.343
C 1.107 0.277 3.437
H 8.556 -2.640 10.504
H 6.956 -3.187 9.957
H 7.204 -1.490 10.435
H 5.412 -1.771 9.044
H 3.824 -1.084 7.288
H 7.031 -0.808 4.486
H 8.622 -1.495 6.230
H 5.534 -0.305 3.039
H 5.219 0.327 0.675
H 4.543 1.074 -1.594
H 2.160 1.743 -1.973
H -2.452 0.741 2.174
H -2.084 0.193 4.554
H 0.279 -0.144 5.369
O -2.787 0.928 -1.096
C -4.182 0.874 -0.797
C -4.383 1.480 0.647
O -5.391 1.077 1.260
O -3.550 2.354 0.949
C -4.945 1.816 -1.719
C -4.278 2.777 -2.467
C -4.981 3.673 -3.266
C -6.364 3.624 -3.320
C -7.042 2.675 -2.560
C -6.340 1.786 -1.762
C -4.636 -0.574 -0.926
C -5.099 -1.071 -2.141
C -5.410 -2.418 -2.296
C -5.264 -3.290 -1.229
C -4.796 -2.805 -0.012
C -4.484 -1.463 0.136
H -2.617 0.433 -1.932
H -3.200 2.838 -2.397
H -4.439 4.415 -3.841
H -6.913 4.322 -3.941
H -8.125 2.635 -2.582
H -6.863 1.061 -1.149
H -5.208 -0.398 -2.983
H -5.748 -2.786 -3.258
H -5.490 -4.343 -1.349
H -4.669 -3.479 0.828
H -4.141 -1.090 1.092
N -2.247 1.316 -4.913
C -2.129 -0.011 -4.618
N -1.983 -0.468 -3.422
C -1.892 -1.858 -3.425
C -1.665 -2.646 -2.304
C -1.573 -4.017 -2.464
C -1.693 -4.609 -3.722
C -1.898 -3.831 -4.851
C -1.998 -2.458 -4.683
S -2.214 -1.219 -5.891
H -1.887 1.911 -4.175
H -1.935 1.591 -5.830
H -1.546 -2.177 -1.337
H -1.391 -4.638 -1.596
H -1.598 -5.683 -3.825
H -1.959 -4.279 -5.834
N 1.097 -1.464 -1.259
C 1.792 -1.933 -2.057
C 2.694 -2.457 -3.014
C 2.230 -2.841 -4.298
N 1.851 -3.158 -5.345
C 4.064 -2.577 -2.683
N 5.185 -2.661 -2.400
*
```

Output
E_LUMO in eV: 2.8125
Orbital gap in eV: 5.8
HOMO energy in eV: -2.957

Atom charges from the Mulliken analysis, given in e for atoms 1 to 5: Na 0.73; Cl -0.19; C 1.32; C -1.28; C 0.55

[6]
Below is a molecular structure, C60H37Cl8LaN4OS6, with properties calculated with the ωB97M-V functional and the def2-TZVPD basis.

```
! wB97M-V def2-TZVPD RIJCOSX def2/J DEFGRID3
* xyz -2 1
La -0.719 0.127 0.258
Cl 4.740 -6.009 -5.041
C 3.887 -4.877 -4.036
C 2.503 -4.862 -4.045
C 1.837 -3.981 -3.213
C 2.528 -3.110 -2.374
C 3.923 -3.125 -2.417
C 4.604 -4.008 -3.232
C 1.816 -2.222 -1.438
C 2.111 -0.851 -1.508
C 2.994 -0.260 -2.487
C 3.237 1.005 -2.072
C 2.494 1.187 -0.846
C 2.643 2.301 0.000
C 3.807 3.163 -0.283
C 3.723 4.542 -0.480
C 4.850 5.300 -0.742
C 6.085 4.681 -0.807
Cl 7.505 5.626 -1.127
C 6.207 3.316 -0.615
C 5.074 2.572 -0.354
C 1.884 2.555 1.158
N 0.859 1.794 1.613
C 0.399 2.383 2.748
C -0.596 1.858 3.592
C -1.168 2.719 4.647
C -0.410 3.178 5.719
C -0.985 3.943 6.718
C -2.334 4.243 6.642
Cl -3.062 5.186 7.910
C -3.110 3.800 5.586
C -2.524 3.040 4.591
C -1.039 0.531 3.569
C -1.874 -0.071 4.585
C -1.873 -1.402 4.353
C -1.057 -1.617 3.174
N -0.591 -0.429 2.716
C -0.764 -2.876 2.628
C -0.072 -3.125 1.426
C 0.383 -4.430 1.012
C 1.068 -4.256 -0.149
C 1.060 -2.841 -0.423
N 0.345 -2.193 0.532
C -1.151 -4.041 3.440
C -1.950 -5.058 2.922
C -2.273 -6.166 3.684
C -1.797 -6.253 4.981
Cl -2.156 -7.664 5.932
C -1.022 -5.247 5.534
C -0.708 -4.146 4.760
C 1.147 3.584 3.012
C 2.101 3.669 2.048
N 1.762 0.077 -0.581
H 1.952 -5.538 -4.684
H 0.759 -3.959 -3.218
H 4.476 -2.450 -1.783
H 5.683 -4.045 -3.235
H 3.373 -0.736 -3.373
H 3.846 1.747 -2.557
H 2.766 5.037 -0.439
H 4.768 6.366 -0.891
H 7.182 2.853 -0.657
H 5.164 1.511 -0.181
H 0.635 2.914 5.788
H -0.399 4.296 7.554
H -4.162 4.034 5.545
H -3.118 2.689 3.760
H -2.384 0.459 5.367
H -2.409 -2.160 4.894
H 0.233 -5.351 1.547
H 1.572 -5.008 -0.729
H -2.339 -4.959 1.921
H -2.898 -6.949 3.279
H -0.674 -5.326 6.555
H -0.101 -3.354 5.176
H 0.987 4.258 3.832
H 2.877 4.409 1.955
S -5.250 0.294 2.656
C -3.869 0.204 1.726
S -3.284 -1.271 1.100
S -2.999 1.624 1.327
Cl -0.515 5.988 -1.334
C 0.205 4.514 -0.680
Cl -0.994 3.244 -0.323
H 0.702 4.791 0.252
H 0.898 4.121 -1.423
Cl -3.281 -4.723 -1.727
C -1.762 -3.926 -2.137
Cl -1.768 -2.208 -1.644
H -1.637 -3.988 -3.219
H -0.971 -4.442 -1.592
O -1.214 0.688 -1.805
C -1.884 0.874 -2.975
C -1.020 0.429 -4.148
C -0.021 -0.486 -4.099
C 0.611 -0.703 -5.344
C 0.065 0.041 -6.338
S -1.225 1.034 -5.760
C -2.240 2.336 -3.226
C -1.404 3.332 -3.634
C -2.068 4.555 -3.868
C -3.400 4.475 -3.620
S -3.864 2.903 -3.097
C -3.176 0.073 -3.042
C -3.661 -0.733 -4.029
C -4.871 -1.364 -3.671
C -5.273 -1.033 -2.416
S -4.197 0.062 -1.654
H 0.256 -0.969 -3.181
H 1.438 -1.380 -5.477
H 0.325 0.073 -7.378
H -0.346 3.190 -3.779
H -1.565 5.443 -4.208
H -4.152 5.234 -3.708
H -3.172 -0.885 -4.976
H -5.407 -2.041 -4.316
H -6.142 -1.367 -1.883
*
```

Output
E_LUMO (spin up / spin down) in eV: 2.9636 / 2.9606
Orbital gap (spin up / spin down) in eV: 4.7 / 4.7
HOMO energy (spin up / spin down) in eV: -1.748 / -1.747

Atom charges from the Mulliken analysis, given in e for atoms 1 to 5: La 1.56; Cl -0.26; C 0.30; C -1.04; C 0.26

[7]
Below is a single C7H11NO4S molecule, with properties calculated with the ωB97M-V functional and the def2-TZVPD basis.

```
! wB97M-V def2-TZVPD RIJCOSX def2/J DEFGRID3
* xyz 0 3
C 2.263 1.038 1.128
C 1.360 2.009 0.489
C 1.868 -0.249 1.267
C 0.257 1.580 -0.086
C 0.335 -0.485 1.086
C -0.192 0.202 -0.190
C -0.390 -0.432 -2.603
N -0.138 -1.796 1.348
O -2.547 0.986 -1.100
O -2.309 -1.316 -0.469
O -2.423 0.413 1.246
O 0.074 -0.584 -1.287
S -2.034 0.152 -0.055
H 3.313 1.204 1.104
H 1.590 3.143 0.605
H 2.477 -1.058 1.747
H -0.325 2.256 -0.572
H -0.140 0.384 1.802
H -0.035 0.493 -3.065
H -1.492 -0.372 -2.554
H 0.106 -1.186 -3.239
H 0.598 -2.339 0.908
H -2.044 -2.050 0.167
H -0.174 -1.992 2.324
*
```

Output
E_LUMO (spin up / spin down) in eV: 0.6902 / -2.6928
Orbital gap (spin up / spin down) in eV: 6.8 / 7.1
HOMO energy (spin up / spin down) in eV: -6.113 / -9.804

Atom charges from the Mulliken analysis, given in e for atoms 1 to 5: C -0.40; C -0.37; C -0.90; C -1.10; C -0.08

Going through the records in order, we get energy above the lowest of the compared OMol25 structures with the same formula, charge and spin values of 42.0, 48.3, 161.7, 91.2, 12.9, 15.4, 48.2 kcal per mole.
Going through the records in order, we get strongest force on any atom values of 0.65, 4.33, 4.00, 2.99, 0.66, 1.52, 7.22 eV/Å.